A molecular structure, C35H36Cl2N2RuS3Sb, computed with ωB97M-V/def2-TZVPD.

XYZ file:
```
80
Properties=species:S:1:pos:R:3:forces:R:3:mulliken_charge:R:1
Ru 0.05653 0.41797 0.81155 -0.20 0.38 0.19 0.151
Cl 0.96512 -0.26715 2.86611 0.20 0.17 0.07 -0.103
C 2.53467 0.59583 3.00542 -0.30 -0.17 0.00 0.791
C 3.35305 0.24438 4.05295 0.07 0.08 -0.06 -1.035
C 4.56124 0.92514 4.15378 0.01 0.01 -0.03 -0.412
C 4.89873 1.90363 3.22981 -0.06 -0.07 0.04 -0.782
C 4.03369 2.22001 2.19205 0.02 0.06 -0.06 0.238
Cl 4.48351 3.42785 1.05346 -0.02 -0.03 0.02 -0.160
C 2.80569 1.56043 2.05224 0.04 0.05 -0.05 0.364
S 1.72664 1.93838 0.71301 0.15 -0.18 0.04 -0.161
H 3.07354 -0.52565 4.75757 0.00 0.00 0.02 0.496
H 5.24443 0.68662 4.95678 0.00 0.00 0.01 0.443
H 5.84047 2.42856 3.30564 0.01 0.01 0.00 0.477
S 1.51633 1.87091 -4.45972 0.19 0.21 0.04 -0.011
C 1.60025 2.48246 -6.04452 -0.09 -0.18 -0.10 -0.393
C 0.41007 3.01133 -6.45853 0.00 0.07 0.14 -0.668
C -0.57410 2.96776 -5.44790 0.15 0.11 -0.07 -0.595
C -0.11319 2.40534 -4.28016 -0.28 -0.16 0.08 0.648
C -0.84632 2.22126 -3.04399 0.10 -0.09 -0.04 0.399
C -0.20788 1.61515 -1.93214 -0.03 -0.04 -0.02 -0.299
N -0.81312 1.36785 -0.78808 0.05 -0.01 0.09 0.640
C -2.11500 1.74954 -0.61825 0.05 -0.02 0.08 -0.712
C -2.81847 2.38665 -1.64556 -0.04 0.06 -0.08 0.478
C -4.17712 2.79838 -1.40538 0.01 -0.03 0.04 -1.055
C -4.76469 2.59029 -0.20864 0.08 -0.03 -0.01 -1.332
C -4.04342 1.94502 0.85756 -0.12 0.04 0.06 0.375
C -4.58523 1.72988 2.12006 0.01 0.01 -0.08 -0.269
C -3.82653 1.11255 3.12177 0.03 -0.02 0.04 0.883
C -2.50107 0.71081 2.79107 -0.02 0.02 -0.02 -0.678
N -1.97194 0.90457 1.60521 -0.04 -0.16 0.01 -0.014
C -2.72073 1.52087 0.64040 0.09 0.02 -0.11 0.388
C -4.34527 0.89009 4.43504 0.16 -0.07 0.11 0.602
C -3.68063 0.31460 5.55382 -0.03 0.04 -0.12 -0.447
C -4.46958 0.25591 6.67254 -0.11 0.03 -0.02 -0.464
C -5.75645 0.78220 6.43637 0.13 -0.04 0.04 -0.228
S -5.96942 1.33874 4.86446 -0.14 0.05 -0.05 -0.068
C -2.16555 2.60483 -2.86641 -0.08 0.01 0.03 -0.771
H 2.51874 2.40151 -6.60397 0.00 -0.03 -0.02 0.482
H 0.25474 3.43267 -7.43942 0.01 0.01 -0.01 0.447
H -1.57108 3.36054 -5.58337 -0.01 0.00 0.00 0.396
H 0.83381 1.32295 -1.98573 0.01 0.02 -0.03 -0.085
H -4.71635 3.28766 -2.20566 0.00 0.00 0.00 0.520
H -5.78293 2.90868 -0.02956 -0.01 0.00 0.01 0.491
H -5.60067 2.05619 2.31226 -0.01 0.00 0.01 0.488
H -1.87143 0.22491 3.52420 -0.01 0.00 0.01 0.389
H -2.65991 -0.03369 5.52431 0.01 -0.01 0.02 0.438
H -4.16957 -0.13910 7.63151 0.01 -0.01 0.01 0.448
H -6.56492 0.85138 7.15152 -0.01 0.00 0.01 0.495
H -2.70983 3.08652 -3.66789 0.00 0.00 -0.01 0.491
C 1.68797 -3.60941 1.68222 -0.02 0.05 0.01 -1.316
C 1.25272 -3.64763 0.22104 0.00 -0.19 0.06 0.366
C 2.19082 -4.51628 -0.61830 0.03 0.01 0.02 -1.410
Sb 1.06047 -1.69456 -0.64513 -0.02 0.16 -0.08 0.914
C -0.29024 -1.90872 -2.30209 -0.17 -0.11 -0.11 0.945
C -1.72640 -1.91687 -1.78204 -0.08 0.01 0.01 -1.269
C -0.01275 -3.15138 -3.14559 0.01 -0.04 0.03 -1.523
C 2.95789 -1.03184 -1.39317 0.26 0.05 -0.08 0.593
C 3.99795 -1.15257 -0.27966 0.02 -0.01 0.00 -1.254
C 3.40925 -1.71882 -2.67866 -0.05 -0.04 0.02 -1.441
H 1.69636 -4.62472 2.08267 0.02 -0.02 -0.03 0.465
H 1.01516 -3.01980 2.30463 -0.02 -0.03 -0.01 0.208
H 2.69832 -3.20967 1.78997 0.00 0.02 0.00 0.291
H 0.22793 -4.02648 0.16575 0.03 -0.03 -0.07 0.467
H 3.23148 -4.25143 -0.42239 -0.02 -0.01 -0.05 0.310
H 2.01755 -4.45324 -1.69267 -0.05 -0.01 0.05 0.272
H 2.06176 -5.56002 -0.32612 0.02 -0.01 0.01 0.486
H -0.12855 -1.01755 -2.91458 0.06 0.05 0.00 -0.032
H -1.92504 -2.80654 -1.17991 0.01 -0.01 0.00 0.366
H -2.42594 -1.93802 -2.62041 0.01 -0.02 -0.01 0.455
H -1.97093 -1.04308 -1.17024 0.04 0.00 -0.03 0.103
H -0.18114 -4.06641 -2.57436 0.00 0.01 0.00 0.364
H 0.99963 -3.17780 -3.54410 0.02 0.00 -0.01 0.326
H -0.69964 -3.17383 -3.99421 -0.01 0.01 0.00 0.491
H 2.78310 0.02927 -1.60002 -0.04 -0.02 0.05 0.166
H 4.23669 -2.19860 -0.07796 -0.01 0.03 0.02 0.254
H 3.67893 -0.68463 0.65509 -0.02 0.00 -0.01 0.169
H 4.92492 -0.66439 -0.58637 0.00 0.00 -0.02 0.441
H 3.64731 -2.76999 -2.51407 -0.01 0.00 0.00 0.274
H 4.31777 -1.23426 -3.04216 0.02 0.00 0.02 0.476
H 2.66778 -1.65394 -3.47473 -0.02 0.03 -0.02 0.325
```
Positions in Å, forces in eV/Å.

Frontier orbital gap (alpha / beta), eV: 5.8 / 3.8
Total charge: +3
2S+1: 5
LUMO (alpha / beta), eV: -9.160 / -11.443
Energy, eV: -106504.1985
<S²>: 6.06
ΔE to the lowest compared entry with this formula, charge and spin, eV: 0.000



A molecular structure, C45H34LuN3O5S, computed with ωB97M-V/def2-TZVPD.

XYZ file:
```
89
Properties=species:S:1:pos:R:3:forces:R:3:mulliken_charge:R:1
Lu 0.08731 0.22601 -0.09071 -0.71 -0.94 0.38 1.597
C -4.09275 -0.13403 2.10878 -0.01 0.02 0.02 -0.949
C -5.02085 -0.30094 1.09357 -0.09 -0.02 0.08 -0.665
C -4.59790 -0.27355 -0.21748 0.08 0.02 -0.27 -1.013
C -3.25043 -0.05813 -0.53603 0.19 0.13 0.88 1.038
C -2.27122 0.12766 0.47738 -0.17 -0.08 -0.15 -0.018
C -2.75705 0.06167 1.79454 0.17 0.10 -0.10 -0.090
C -2.81654 0.01255 -1.93784 0.41 -0.04 -0.26 0.938
C -3.75407 0.14956 -2.99811 -0.02 -0.02 -0.33 -1.014
C -3.33543 0.25353 -4.28949 -0.02 0.01 0.33 -1.167
C -1.95298 0.23548 -4.57229 0.21 -0.05 0.41 1.021
C -1.42470 0.38566 -5.86717 0.11 0.03 -0.07 -0.736
C -0.07303 0.37542 -6.07034 -0.19 0.02 -0.20 -0.939
C 0.79923 0.19346 -4.98765 -0.01 -0.05 0.26 -0.875
C 0.31496 0.04430 -3.71672 0.18 0.03 -0.03 0.310
C -1.07315 0.07976 -3.46690 -0.05 0.02 -0.64 -0.241
N -1.51119 -0.03195 -2.18990 -0.18 0.02 0.63 0.217
H -4.41927 -0.16224 3.14033 0.03 0.01 0.08 0.424
H -6.06845 -0.44940 1.32166 -0.01 -0.05 0.00 0.376
H -5.33783 -0.43279 -0.98774 -0.07 -0.02 -0.10 0.272
H -2.06133 0.17217 2.62234 0.04 -0.01 -0.03 0.213
H -4.80843 0.18899 -2.77944 -0.02 0.02 0.05 0.290
H -4.04971 0.36766 -5.09474 -0.02 0.02 -0.05 0.435
H -2.10766 0.52604 -6.69305 -0.06 0.00 -0.09 0.414
H 0.32847 0.51102 -7.06335 0.02 -0.01 -0.09 0.419
H 1.86213 0.17392 -5.16868 0.17 0.00 0.03 0.474
H 0.98047 -0.10576 -2.87578 0.07 -0.04 -0.10 0.346
S 1.25818 -1.61794 4.30913 -0.17 0.33 -0.65 -0.345
C 1.04107 -2.95899 3.27403 -0.02 0.07 0.06 -0.441
C 0.67867 -2.60038 2.01030 0.08 -0.18 0.23 -0.662
C 0.56044 -1.20035 1.79454 -0.03 0.78 0.03 -0.327
C 0.84681 -0.53207 2.95843 0.12 -1.21 0.28 0.728
C 0.78657 0.88676 3.16388 -0.05 0.67 0.10 0.473
C 0.98895 1.45216 4.43260 -0.03 -0.01 -0.25 -1.245
C 0.89206 2.81446 4.59268 0.00 0.02 -0.21 -0.378
C 0.61973 3.60159 3.47865 0.01 -0.09 0.05 -0.929
C 0.44173 2.96974 2.26057 -0.05 0.37 -0.08 -0.468
N 0.50411 1.65432 2.08491 -0.08 -0.56 0.10 0.212
H 1.19124 -3.94439 3.67067 0.02 -0.28 0.03 0.474
H 0.48970 -3.33735 1.24565 0.00 -0.16 -0.13 0.395
H 1.21392 0.80022 5.26496 -0.03 0.06 0.05 0.402
H 1.02791 3.26236 5.56550 0.03 0.06 0.09 0.435
H 0.54462 4.67488 3.55983 -0.02 0.05 -0.08 0.412
H 0.23659 3.55725 1.37302 -0.06 -0.01 -0.05 0.572
C 4.25888 -1.50161 -4.16268 0.30 0.26 -0.05 -1.091
O 3.25326 -2.48742 -4.17589 -0.19 -0.61 -0.35 0.175
C 3.49541 -3.68925 -4.75441 -0.28 0.04 0.00 0.924
C 4.59103 -3.98156 -5.55805 0.00 0.17 0.07 -0.705
C 4.72255 -5.22526 -6.15562 -0.06 -0.05 0.01 -0.788
C 3.74971 -6.19307 -5.98669 0.01 -0.06 -0.03 -0.751
C 2.65889 -5.92364 -5.18034 0.00 0.21 0.16 -0.532
C 2.53634 -4.70262 -4.53026 0.74 -0.10 -0.47 0.074
N 1.42533 -4.47940 -3.70523 -0.52 0.38 0.70 0.035
C 1.39769 -3.75209 -2.58191 0.10 -0.07 -0.11 -0.660
C 2.47682 -3.38969 -1.78564 -0.16 0.33 0.35 0.121
C 3.71953 -4.07718 -1.74103 0.24 -0.13 0.14 -0.172
C 4.71307 -3.68077 -0.89811 0.02 -0.43 -0.46 -0.941
C 4.52698 -2.55226 -0.07182 -0.49 0.28 0.07 -0.568
C 3.35386 -1.85751 -0.07988 0.19 0.25 0.36 -0.091
C 2.27819 -2.22087 -0.94434 -0.14 -0.20 -0.33 0.062
O 1.21950 -1.53133 -1.04912 -0.31 0.16 -0.05 -0.554
H 3.91502 -0.74019 -3.46341 0.04 -0.01 -0.05 0.071
H 4.38787 -1.05633 -5.15478 0.04 -0.03 0.05 0.379
H 5.21328 -1.90591 -3.80953 -0.09 0.00 -0.01 0.552
H 5.34044 -3.22882 -5.74314 0.05 0.11 0.05 0.459
H 5.58689 -5.43196 -6.76826 0.07 0.02 -0.06 0.414
H 3.84385 -7.15764 -6.46161 -0.01 -0.04 -0.05 0.394
H 1.88863 -6.66693 -5.03094 -0.03 -0.11 0.06 0.444
H 0.54969 -4.85995 -4.03872 0.03 0.24 0.03 0.363
H 0.42681 -3.37872 -2.27040 -0.07 -0.10 -0.10 0.703
H 3.84716 -4.96112 -2.34968 0.08 -0.05 -0.02 0.571
H 5.64410 -4.22893 -0.84509 -0.03 -0.06 -0.04 0.427
H 5.32862 -2.25336 0.58864 0.01 0.09 0.07 0.462
H 3.19830 -0.99955 0.56234 0.02 -0.01 -0.03 0.487
O 0.89958 3.92203 -3.20549 -0.12 -0.10 0.08 -0.743
C 2.16578 3.92981 -2.76435 0.06 -0.08 0.14 0.312
C 3.09986 4.75807 -3.39198 -0.18 -0.02 -0.04 -0.669
C 4.40016 4.80628 -2.93825 -0.11 -0.02 -0.02 -0.372
C 4.80711 4.02574 -1.86391 0.19 -0.09 0.16 -0.806
C 3.90345 3.17787 -1.25981 0.01 0.00 -0.02 -0.481
C 2.58235 3.11473 -1.69824 -0.16 -0.09 -0.07 0.082
C 1.64436 2.13927 -1.08179 0.66 0.71 -0.33 1.734
O 0.39371 2.23452 -1.31262 -0.24 -0.08 0.16 -1.029
O 2.09381 1.21572 -0.36673 0.49 -0.10 0.16 -0.820
H 0.39945 3.31192 -2.60243 0.07 0.22 -0.26 0.410
H 2.77651 5.35107 -4.23354 -0.06 0.09 -0.05 0.449
H 5.10918 5.46066 -3.42122 0.07 0.09 -0.09 0.393
H 5.82815 4.07140 -1.51297 0.03 0.02 0.03 0.420
H 4.20250 2.55113 -0.43161 -0.03 -0.08 0.01 0.471
```
Positions in Å, forces in eV/Å.

Frontier orbital gap, eV: 6.4
Total charge: 0
LUMO, eV: -1.016
Energy, eV: -106383.9047
ΔE to the lowest compared entry with this formula, charge and spin, eV: 0.198